Entry from the Open Molecules 2025 dataset: a structure of composition C21H13N5NiO6S9Sb at a distorted geometry (wB97M-V/def2-TZVPD).

Last column: Mulliken spin population.
Geometry (Å):
Ni: 0.320 -0.228 -0.309  0.128
S: 0.209 -5.068 -0.806  0.001
Sb: -0.429 -2.873 -1.070  0.003
S: -2.754 -2.696 -1.092  -0.005
S: 1.958 -1.017 1.001  -0.070
N: -1.795 3.150 1.371  -0.009
C: -1.037 3.108 2.529  -0.063
C: -0.930 4.010 3.604  0.480
C: 0.136 3.765 4.512  -0.112
C: 0.939 2.673 4.427  0.333
C: 0.698 1.530 3.459  -0.074
C: -0.239 1.986 2.390  0.204
N: -0.445 1.405 1.177  -0.023
C: -1.387 2.109 0.598  0.071
C: -1.882 1.726 -0.719  -0.008
C: -2.779 2.331 -1.536  0.048
S: -2.954 1.404 -2.965  0.012
C: -1.818 0.266 -2.380  -0.010
N: -1.337 0.565 -1.217  0.011
H: -2.446 3.867 1.108  0.000
H: -1.558 4.885 3.694  0.017
H: 0.327 4.497 5.287  -0.006
H: 1.745 2.544 5.138  0.015
H: 1.607 1.149 2.984  0.019
H: -3.336 3.240 -1.374  0.001
H: -1.543 -0.628 -2.924  0.001
C: 3.399 0.272 5.137  -0.002
S: 2.427 -1.189 4.725  0.002
C: 0.764 -0.630 4.868  -0.007
C: 0.111 0.378 4.273  0.082
S: 0.095 -1.789 1.412  -0.061
S: -1.594 0.488 4.645  0.004
C: -1.711 -0.849 5.715  -0.001
S: -3.098 -1.292 6.492  0.002
S: -0.210 -1.661 5.886  0.005
H: 4.429 -0.085 5.182  0.000
H: 3.120 0.677 6.109  0.000
H: 3.338 1.033 4.363  0.001
O: 1.521 1.240 -3.980  0.001
C: 1.403 1.101 -2.759  -0.001
O: 1.313 0.047 -2.080  0.004
C: 1.341 2.420 -1.964  -0.008
C: 1.845 2.529 -0.672  -0.006
C: 1.757 3.747 -0.023  0.007
C: 1.150 4.856 -0.572  0.003
C: 0.662 4.711 -1.854  0.004
C: 0.769 3.532 -2.566  -0.002
N: 0.022 5.893 -2.488  0.000
O: -0.017 6.925 -1.845  0.000
O: -0.431 5.760 -3.602  0.000
N: 2.369 3.900 1.322  -0.006
O: 3.176 3.068 1.666  0.005
O: 2.085 4.900 1.954  0.007
H: 2.316 1.679 -0.193  0.001
H: 1.081 5.789 -0.037  0.000
H: 0.413 3.448 -3.584  -0.001

Its multiplicity is 2. The total charge is -2. The relative energy (zero: lowest compared OMol25 entry of this formula, charge and spin) is 47.0 kcal/mol. For the total energy, the calculation gives -6865.491219 hartree.